{
  "formula": "C36H78BrClKLiN2O15S",
  "method": "ωB97M-V/def2-TZVPD",
  "e_lumo_ev": -3.19,
  "multiplicity": 1,
  "charge": 0,
  "homo_energy_ha": -0.1988,
  "elements": ["C", "C", "C", "C", "N", "C", "O", "C", "O", "C", "C", "O", "C", "C", "C", "N", "C", "C", "C", "C", "C", "C", "C", "C", "C", "C", "C", "C", "C", "C", "C", "C", "C", "H", "H", "H", "H", "H", "H", "H", "H", "H", "H", "H", "H", "H", "H", "H", "H", "H", "H", "H", "H", "H", "H", "H", "H", "H", "H", "H", "H", "H", "H", "H", "H", "H", "H", "H", "H", "H", "H", "H", "H", "H", "H", "H", "H", "H", "H", "H", "H", "H", "H", "H", "H", "H", "H", "H", "Br", "O", "C", "C", "O", "H", "H", "H", "H", "C", "S", "O", "C", "H", "H", "H", "H", "H", "H", "C", "O", "H", "H", "H", "H", "O", "H", "H", "H", "Li", "K", "C", "O", "C", "O", "O", "C", "H", "H", "H", "H", "H", "H", "O", "Cl", "O", "O", "O"],
  "coordinates": [[1.603557, 0.861796, 1.953934], [0.785698, 1.907228, 1.551740], [1.117583, 2.973224, 0.429612], [2.623579, 2.991649, -0.148815], [2.634197, 1.678282, -0.883059], [3.949274, 0.982041, -1.082770], [4.083439, 0.816672, -2.494437], [5.419912, 0.482991, -2.882381], [6.134039, -0.291184, -1.917081], [7.268294, -0.892363, -2.573560], [7.140393, -2.476733, -2.506960], [8.487114, -3.016600, -2.632176], [1.457718, 1.227787, -1.306232], [1.208578, -0.119715, -2.063843], [0.004487, -0.987627, -1.517673], [0.271646, -1.646878, -0.210148], [0.451529, 2.378886, -0.883246], [-1.110644, 2.158135, -0.977305], [-1.815389, 3.578266, -1.271529], [-3.184324, 3.564074, -0.459382], [-4.063103, 4.878302, -0.596745], [-5.579056, 4.444674, -0.449111], [-6.305847, 4.055822, -1.817593], [-5.357833, 3.969157, -3.093525], [-6.101727, 2.994197, -4.148511], [-5.335376, 1.581853, -4.104599], [-6.288326, 0.324375, -4.303106], [-7.427287, 0.157824, -3.059440], [-8.393170, -1.180886, -3.346130], [-8.105708, -2.399387, -2.259140], [-9.421054, -2.717617, -1.345779], [-9.032803, -3.939163, -0.339153], [-9.554494, -3.705792, 1.163915], [2.681261, 0.719636, 1.662203], [1.134338, 0.046970, 2.578670], [-0.207626, 2.026720, 2.082187], [0.825015, 4.014620, 0.759618], [2.843232, 3.871352, -0.835072], [3.260906, 2.904337, 0.777302], [4.725062, 1.726974, -0.706708], [4.030987, 0.032875, -0.480403], [5.329287, -0.127955, -3.842196], [5.953429, 1.447104, -3.145784], [7.435036, -0.554861, -3.637295], [8.213665, -0.598674, -2.005526], [6.729409, -2.776407, -1.494902], [6.492365, -2.887122, -3.335390], [8.402933, -3.976977, -2.798979], [1.134980, 0.038675, -3.184859], [2.149674, -0.747738, -1.912628], [-0.986769, -0.452788, -1.457843], [-0.145166, -1.830897, -2.270358], [-0.483645, -2.340255, -0.096833], [0.128611, -0.973164, 0.550591], [0.693477, 3.189568, -1.659507], [-1.291870, 1.550259, -1.924928], [-1.572032, 1.611895, -0.108539], [-1.147205, 4.459023, -1.033733], [-2.089907, 3.683963, -2.372269], [-3.756702, 2.649669, -0.827088], [-2.916476, 3.327869, 0.622787], [-3.818789, 5.523725, 0.313370], [-3.831897, 5.516375, -1.495728], [-5.713662, 3.562370, 0.261023], [-6.186250, 5.285873, 0.019572], [-7.119602, 4.811725, -2.017885], [-6.812873, 3.041723, -1.704253], [-5.304285, 4.983888, -3.602281], [-4.350975, 3.502902, -2.904093], [-5.988714, 3.430900, -5.182695], [-7.191497, 2.852012, -3.896315], [-4.765937, 1.414579, -3.139599], [-4.562243, 1.535326, -4.941696], [-6.809952, 0.427935, -5.320515], [-5.633890, -0.657697, -4.268707], [-8.126800, 1.067307, -3.057545], [-6.869571, -0.002566, -2.030750], [-8.078815, -1.583429, -4.363651], [-9.501835, -0.907616, -3.373579], [-7.230011, -2.133982, -1.504732], [-7.779037, -3.358683, -2.848188], [-9.689763, -1.818023, -0.701888], [-10.279338, -3.067501, -1.995400], [-9.443450, -4.897953, -0.796759], [-7.885468, -4.000799, -0.283100], [-10.134235, -4.621511, 1.500814], [-10.233425, -2.800268, 1.205580], [-8.663455, -3.605192, 1.844861], [-6.066477, -1.553290, -2.795725], [9.943943, -1.057904, 2.014804], [9.890790, -0.009050, 1.260523], [10.567232, -0.370729, -0.210419], [10.532143, 0.683369, -0.965224], [10.417281, 0.892563, 1.613919], [8.889367, 0.391945, 1.026376], [10.019630, -1.264073, -0.571133], [11.559490, -0.790312, 0.018177], [15.230466, -0.209483, 2.518991], [13.752085, 0.121249, 1.542206], [13.507951, -1.078095, 0.683043], [14.496574, 1.389893, 0.497985], [15.005583, -1.009301, 3.223810], [16.046550, -0.519862, 1.864225], [15.509611, 0.688927, 3.069865], [15.359074, 0.979083, -0.029095], [14.800603, 2.236594, 1.115589], [13.751430, 1.719510, -0.226674], [12.909118, 2.243758, 5.068196], [13.981124, 1.310701, 5.120669], [12.163581, 1.879471, 4.362218], [12.452869, 2.340923, 6.056424], [13.279043, 3.216293, 4.732482], [14.626015, 1.652539, 5.749176], [8.123464, -4.817139, -0.475661], [8.455960, -3.906965, -0.801855], [8.303695, -4.948637, 0.514709], [8.516045, -5.576454, -1.027408], [9.849461, -4.994828, 0.230150], [-6.291718, -4.463535, -1.411738], [-10.358580, 0.385556, 7.040395], [-10.534906, -1.027193, 7.043169], [-10.611317, -1.572103, 5.817718], [-10.544691, -0.973246, 4.774915], [-10.774789, -2.889004, 5.961014], [-10.871593, -3.605723, 4.727027], [-10.310311, 0.714799, 8.078196], [-9.423351, 0.656266, 6.546943], [-11.204941, 0.879094, 6.558893], [-9.961293, -3.494027, 4.146049], [-11.740390, -3.269443, 4.154711], [-11.001177, -4.660081, 4.964620], [-6.627555, -3.521171, 4.080426], [-7.073200, -4.898544, 4.077077], [-8.513761, -4.939871, 4.228642], [-6.450438, -5.612560, 5.167955], [-6.705088, -5.519293, 2.819501]],
  "forces_ev_per_a": [[-1.552, 1.026, -0.477], [1.798, -0.747, 0.751], [0.351, -0.886, -0.412], [-1.504, -0.817, 2.001], [-0.188, -1.369, -0.738], [0.458, 1.270, -0.072], [0.688, -0.854, 1.336], [0.252, -0.084, -1.497], [-0.468, 0.573, -1.446], [1.557, -1.143, 0.608], [-0.010, 0.527, 0.019], [-0.897, -0.122, 0.065], [0.373, 1.508, 0.888], [0.860, -0.150, 0.872], [-0.815, -0.481, -0.485], [-0.369, 0.351, -0.355], [-0.576, 0.524, -1.012], [0.548, 0.653, -1.626], [-0.941, -0.668, 0.344], [0.779, 0.018, -0.532], [-0.135, -0.601, 1.793], [-0.954, 0.454, -0.145], [0.577, -0.314, 0.094], [-1.976, -0.204, -0.930], [1.605, -0.346, 0.443], [-0.852, -0.706, -0.586], [-0.513, 1.779, -0.887], [-2.020, 1.729, -1.154], [-0.012, 0.206, 0.705], [-4.414, -0.424, 1.623], [0.957, -1.145, -0.101], [-0.220, 0.946, -0.070], [0.029, -0.760, -0.654], [-1.380, 0.166, 0.114], [0.857, 1.184, -0.419], [1.116, -0.242, -1.082], [-0.021, -1.248, -0.737], [-0.215, -1.207, 0.919], [0.015, 0.268, -1.451], [-0.831, -1.041, -0.344], [-0.346, 0.853, -0.778], [-0.113, 0.829, 1.162], [-0.292, -0.892, 0.577], [-0.473, -0.242, 1.080], [-1.231, -0.351, -0.655], [0.113, 0.502, -1.119], [0.516, 0.501, 0.926], [0.109, 0.601, -0.306], [-0.098, 0.205, 1.382], [-1.163, 0.818, -0.227], [1.195, -0.199, -0.480], [0.297, 1.181, 0.848], [0.641, 0.344, 0.066], [0.088, -0.258, -0.354], [-0.445, -1.084, 0.540], [0.168, 0.553, 1.376], [0.609, 0.657, -0.778], [-0.727, -0.939, 0.085], [0.564, -0.284, 1.278], [0.569, 1.172, 0.362], [-0.556, 0.526, -1.158], [-0.225, -0.679, -1.196], [-0.366, -0.972, 0.704], [0.615, 1.173, -0.771], [0.869, -0.926, -0.512], [0.835, -0.867, 0.046], [0.627, 1.272, -0.072], [0.438, -1.067, 0.913], [-0.970, 0.869, -0.045], [-0.352, -0.548, 0.999], [1.207, 0.284, -0.312], [-0.685, 0.370, -0.797], [-0.835, 0.204, 0.997], [0.246, 0.073, 1.345], [-1.184, 3.249, -1.699], [0.587, -0.766, -0.186], [-2.166, 2.137, -1.845], [-0.602, 0.587, 1.179], [1.234, -0.273, 0.149], [-3.375, -0.935, -0.711], [-1.010, 1.810, 0.953], [0.254, -1.029, -1.099], [0.631, 0.662, 0.872], [0.663, 1.015, 0.705], [-2.729, 0.279, 0.580], [0.678, 1.188, -0.237], [0.887, -1.053, 0.070], [-1.138, 0.080, -0.558], [12.901, -7.802, 1.785], [0.045, 1.332, -1.639], [-2.095, 0.349, 5.235], [2.268, -0.494, -5.388], [-0.350, -1.353, 1.586], [1.040, -0.432, -0.344], [-0.219, -0.772, -0.754], [-1.112, 0.324, 0.340], [0.138, 0.793, 0.867], [0.163, -0.070, -0.042], [0.107, 0.011, 0.083], [0.278, 0.158, 0.080], [0.046, 0.015, -0.131], [-0.107, 0.092, -0.048], [-0.119, -0.010, -0.097], [-0.150, -0.042, 0.000], [-0.042, -0.062, 0.052], [-0.046, -0.060, 0.038], [-0.044, -0.094, 0.088], [0.182, 0.051, 0.166], [0.101, -0.051, -0.076], [0.121, -0.072, 0.036], [-0.147, 0.120, -0.089], [-0.198, 0.081, -0.001], [-0.049, -0.122, -0.050], [-1.126, 0.910, -0.653], [0.056, 0.738, -0.321], [-1.551, -0.150, 2.201], [0.236, -1.384, -1.174], [2.660, 0.017, 0.309], [1.417, -0.295, -0.429], [0.055, 0.274, 0.069], [-0.024, 0.019, -0.021], [0.041, -0.609, -0.029], [-0.065, 0.113, 0.199], [-0.065, 0.527, 0.185], [-0.295, -0.132, -0.549], [-0.034, -0.269, -0.008], [-0.154, -0.008, -0.107], [0.145, -0.035, -0.109], [-0.214, 0.102, 0.080], [0.053, 0.138, 0.094], [0.132, 0.172, 0.230], [-0.103, -0.094, -0.148], [0.259, -0.046, 0.575], [0.463, -0.237, -0.149], [-0.117, 0.106, -0.284], [0.005, 0.001, -0.318]]
}